ORCA calculation (the ωB97M-V functional and the def2-TZVPD basis) on a structure of composition C24H16ClN5O6Pm in a non-equilibrium geometry.

The charge is +1. As for the multiplicity: 5. The calculation puts the LUMO energy (alpha / beta) at -4.2328 / -4.2130 eV. For the electronic energy, the calculation gives -73957.36819 eV. Its expectation value of S² is 6.00. As for the HOMO energy (alpha / beta): -11.847 / -11.852 eV.

Each line ends with the Mulliken charge.
Geometry (Å):
H1 -2.175 2.713 2.345  0.286
C1 0.716 -2.352 -1.010  0.931
C2 -3.981 1.726 3.638  -0.759
H2 1.153 -4.406 -1.442  0.411
O1 -2.865 0.172 -0.174  -0.581
C3 2.811 4.793 -1.823  0.459
N1 -0.025 2.395 -1.423  -0.454
H3 3.633 -1.428 -3.278  0.417
H4 -5.006 -1.741 2.290  0.456
H5 -3.693 2.699 4.013  0.377
O2 0.570 1.951 1.137  -0.590
C4 -2.839 2.474 -5.151  -0.766
O3 2.075 3.598 1.169  -0.782
C5 2.812 -1.725 -2.644  -0.935
O4 3.386 4.970 -0.661  -0.532
H6 -0.697 -3.660 0.088  0.398
H7 -6.127 -0.811 4.295  0.413
C6 -4.975 0.996 4.276  -0.592
C7 2.480 -3.062 -2.473  -0.265
H8 2.316 0.292 -2.083  0.444
C8 -4.724 -0.778 2.681  -0.545
N2 -1.073 -1.595 0.237  0.705
N3 -0.057 2.686 -2.738  0.451
N4 -2.125 -1.587 1.080  -1.430
C9 -1.117 2.175 -3.518  0.726
H9 -4.135 0.798 -5.455  0.421
C10 2.065 -0.760 -1.982  0.039
C11 -3.348 1.195 2.526  0.757
C12 -2.658 0.390 -3.967  -0.971
H10 -3.006 -0.613 -3.778  0.456
O5 3.154 5.354 -2.827  -0.561
C13 0.944 3.543 -3.054  0.187
C14 -2.907 -0.534 0.891  0.598
C15 -0.433 -2.636 -0.162  -0.490
H11 -3.342 3.098 -5.872  0.404
C16 -3.293 1.187 -4.908  -0.566
Cl1 1.270 4.036 -4.629  -0.077
C17 -1.564 0.874 -3.270  0.104
C18 -1.755 2.978 -4.455  -0.630
H12 -5.443 1.398 5.160  0.412
C19 -3.719 -0.067 2.044  0.332
C20 0.999 3.074 -0.886  0.049
C21 1.651 3.828 -1.879  -0.032
H13 3.027 -3.839 -2.986  0.449
H14 -1.014 0.216 -2.574  0.471
H15 -1.422 3.990 -4.620  0.494
O6 -2.299 1.863 1.885  -0.289
H16 2.982 4.481 0.110  0.441
Pm1 -0.792 0.689 0.039  1.422
C22 1.432 -3.379 -1.626  -0.904
N5 1.021 -1.040 -1.198  -0.017
C23 -5.352 -0.248 3.797  -0.689
C24 1.263 2.880 0.613  0.945

ORCA calculation (the ωB97M-V functional and the def2-TZVPD basis) on a structure of composition C32H49BBiN7S3Sb.

The charge is -2. As for the multiplicity: 2. The calculation puts the LUMO energy (alpha / beta) at 4.0908 / 3.5151 eV. For the electronic energy, the calculation gives -89974.96308 eV. Its expectation value of S² is 0.76. As for the HOMO energy (alpha / beta): -1.577 / -1.706 eV.

Each line ends with the Mulliken charge.
Geometry (Å):
C1 -1.774 2.817 -4.713  -2.339
C2 -3.052 2.129 3.478  -1.302
H1 -1.905 0.104 -5.177  0.332
C3 -1.089 2.059 -2.452  -0.920
H2 -1.544 -0.431 -3.538  0.108
C4 -5.606 -1.915 0.419  -1.796
N1 -2.205 0.689 1.568  1.011
H3 -2.169 2.091 4.121  0.160
C5 3.421 -0.046 -1.259  0.547
H4 -0.447 4.555 0.933  0.132
H5 -1.880 2.508 -5.755  0.457
C6 4.561 -0.906 -1.283  1.115
C7 1.154 1.303 2.667  0.518
H6 -6.250 -1.353 1.101  0.353
C8 4.958 1.831 -0.958  -0.717
C9 2.025 0.318 3.064  -0.839
H7 -1.515 4.255 -2.512  0.439
N2 0.647 -0.530 1.512  -0.271
N3 -2.507 -0.466 0.941  -0.226
C10 -1.928 0.402 -4.125  -1.387
H8 -3.031 3.080 2.948  0.127
H9 4.352 -1.359 2.659  0.343
C11 2.338 -2.163 2.372  2.930
H10 0.303 1.548 -5.553  0.469
H11 0.228 2.917 3.760  0.163
H12 -3.174 -2.345 -0.814  -0.321
H13 0.579 -3.125 1.510  0.246
B1 -0.935 1.492 1.213  -0.940
H14 -1.581 5.294 -0.208  0.416
N4 2.184 -0.549 -1.376  -0.642
C12 -3.104 0.959 2.546  0.677
H15 -2.767 3.058 -4.323  0.461
H16 1.135 3.429 2.333  0.165
C13 0.314 1.529 -4.458  -1.445
C14 -4.251 -2.224 1.070  2.333
H17 -5.117 -2.621 3.037  0.337
H18 2.800 3.317 -0.963  0.392
H19 1.227 -2.808 4.123  0.410
C15 4.351 -2.372 -1.536  -1.205
S1 0.912 -2.426 -3.672  -0.598
C16 -1.314 3.352 -1.960  -0.466
C17 2.269 -2.674 3.818  -2.030
H20 0.769 0.592 -4.153  0.161
H21 2.025 2.265 -2.172  -0.329
N5 0.327 0.766 1.735  0.717
C18 1.117 2.715 3.158  -1.472
H22 -2.968 0.559 -3.826  0.347
H23 6.684 -1.065 -1.139  0.326
H24 3.854 -1.513 0.972  0.163
H25 2.738 -1.968 4.508  0.327
H26 1.732 1.973 -0.471  -0.177
H27 -5.464 -1.323 -0.488  0.355
H28 1.985 -4.193 1.698  0.389
C19 -1.364 4.391 0.365  -1.431
Sb1 -0.826 -4.182 -3.641  0.510
H29 5.302 -2.869 -1.744  0.439
H30 2.781 -3.638 3.904  0.461
C20 3.669 1.356 -1.125  0.700
C21 3.807 -1.991 1.953  -1.798
H31 0.952 2.344 -4.105  0.194
Bi1 0.371 -1.284 -1.448  0.995
H32 3.875 -2.874 -0.689  0.093
C22 -4.481 -3.116 2.298  -1.792
H33 -2.175 4.231 1.072  0.129
N6 -0.896 1.213 -1.433  0.462
C23 -1.114 1.683 -3.917  2.662
C24 -4.030 -0.063 2.539  -1.089
C25 1.666 -0.815 2.308  -0.587
C26 1.668 -3.178 1.447  -1.152
H34 4.304 -2.965 1.897  0.450
H35 -3.825 -3.890 -0.248  0.522
H36 -3.939 2.109 4.111  0.353
H37 5.110 2.899 -0.824  0.332
S2 -0.211 -5.728 -2.032  -0.669
C27 6.057 0.976 -0.938  -0.902
H38 3.680 -2.515 -2.385  0.158
C28 2.495 2.289 -1.183  -0.253
H39 1.998 2.887 3.778  0.415
C29 -3.604 -0.933 1.509  -0.118
H40 1.957 -3.011 0.408  -0.134
H41 -4.964 -4.051 1.998  0.437
H42 -6.116 -2.845 0.145  0.434
C30 -3.357 -2.954 0.070  -1.124
H43 -4.885 -0.155 3.193  0.435
H44 7.061 1.364 -0.806  0.338
C31 5.836 -0.385 -1.115  -0.738
H45 -1.159 3.722 -4.687  0.379
H46 2.819 0.418 3.790  0.460
C32 -1.221 3.250 -0.594  0.267
H47 -2.385 -3.181 0.512  0.078
S3 -2.818 -3.141 -3.096  -0.532
H48 -3.529 -3.358 2.776  0.348
H49 -0.959 2.502 1.845  -0.347
N7 -0.964 1.958 -0.286  0.610

ORCA calculation (the ωB97M-V functional and the def2-TZVPD basis) on a structure of composition C27H21F3NO7S4 in a non-equilibrium geometry.

The charge is -1. The calculation puts the LUMO energy at 0.6997 eV. For the electronic energy, the calculation gives -95650.60560 eV. As for the HOMO energy: -3.519 eV.

Each line ends with the natural charge from an NBO analysis.
Geometry (Å):
C1 1.035 -4.066 0.123  -0.176
H1 0.431 -0.190 0.280  0.209
C2 -3.067 2.065 0.932  -0.203
H2 4.084 -5.630 1.958  0.198
C3 -1.902 1.452 0.460  -0.235
C4 3.182 -3.843 1.186  -0.199
C5 -3.204 -0.039 -0.893  -0.164
C6 2.292 2.060 -5.059  -0.220
O1 -1.929 -2.069 0.473  -1.007
H3 0.224 -3.615 -0.450  0.236
H4 -2.969 2.844 1.685  0.236
C7 0.512 -1.194 0.636  -0.933
C8 3.066 3.218 -4.931  -0.202
O2 -0.368 3.501 1.303  -0.832
H5 2.176 -7.103 1.222  0.195
H6 -3.224 -0.906 -1.538  0.236
H7 1.593 0.276 -4.030  0.248
H8 -3.569 -1.151 2.172  0.236
C9 -4.295 1.652 0.416  -0.234
C10 -0.692 -0.256 3.720  -0.204
H9 -0.546 1.052 5.422  0.209
C11 3.271 2.861 -2.556  -0.183
O3 -0.388 -3.004 2.208  -0.991
C12 -1.981 0.478 -0.505  -0.178
N1 0.632 1.358 -0.939  -1.100
H10 -5.329 0.279 -0.916  0.214
O4 0.433 1.217 1.867  -0.785
H11 -4.428 0.734 3.572  0.204
H12 -1.082 0.158 -1.023  0.285
C13 -1.528 -0.793 2.738  -0.203
C14 2.534 1.688 -2.716  -0.351
H13 0.258 -6.080 -0.058  0.201
H14 -2.937 1.790 5.265  0.204
C15 -2.899 -0.583 2.820  -0.235
H15 -5.197 2.181 0.719  0.215
C16 -1.007 2.715 -2.781  0.816
H16 1.831 1.778 -6.007  0.215
S1 -0.866 -1.876 1.439  2.146
C17 -4.373 0.599 -0.497  -0.189
F1 -2.263 2.920 -2.313  -0.326
O5 3.042 1.223 -0.221  -0.909
C18 -2.545 1.025 4.594  -0.236
H17 4.012 -3.202 1.471  0.225
S2 2.162 0.784 -1.256  2.321
F2 -0.936 1.489 -3.348  -0.318
H18 3.262 3.827 -5.814  0.210
H19 3.596 3.132 -1.555  0.250
C19 -3.388 0.416 3.662  -0.241
C20 -1.206 0.638 4.657  -0.222
H20 0.354 -0.550 3.749  0.250
C21 3.222 -5.222 1.425  -0.246
O6 2.749 -1.021 1.354  -0.624
O7 2.041 -0.593 -1.648  -0.896
C22 2.153 -6.028 1.011  -0.225
C23 2.080 1.241 -3.956  -0.170
C24 2.018 -3.237 0.696  -0.031
C25 1.849 -1.753 0.917  0.516
S3 -0.296 2.091 0.978  2.157
H21 4.174 4.510 -3.567  0.212
F3 -0.753 3.666 -3.714  -0.329
C26 1.083 -5.456 0.309  -0.227
C27 3.570 3.610 -3.687  -0.209
S4 0.243 2.931 -1.460  0.385